This record from the OMol25 dataset describes 2 unconnected molecules or ions with the total composition C2H9ClSi2 in a non-equilibrium geometry. The level of theory is ωB97M-V/def2-TZVPD.

XYZ file:
```
14
Properties=species:S:1:pos:R:3
Cl -1.93975 -2.50427 0.34350
Si 2.37431 -1.27644 -0.39355
Si -0.86846 -0.83699 1.06825
C -1.43912 0.52232 -0.02691
C -0.57753 1.73992 -0.17699
H -0.94819 2.49412 -0.91374
H 2.04873 -1.25146 -1.83397
H 3.55932 -2.39101 -0.28734
H -2.37986 0.93268 0.33648
H 2.86116 -0.16985 0.19147
H 0.28220 1.37128 -0.73586
H -0.95545 -0.81240 2.49364
H -0.30945 2.21074 0.82101
H -1.70792 -0.02864 -0.88600
```

As for the lowest unoccupied orbital energy (alpha / beta): 0.0306 / -0.0767 hartree. The energy above the lowest of the compared OMol25 structures with the same formula, charge and spin comes out at 27.2 kJ/mol. As for the multiplicity: 3. The total energy is -1120.631004 Ha. The orbital gap (alpha / beta) comes out at 7.508 / 8.904 eV.

This record from the OMol25 dataset describes a molecular structure, C2H9INP3 in a non-equilibrium geometry. The level of theory is ωB97M-V/def2-TZVPD.

XYZ file:
```
16
Properties=species:S:1:pos:R:3
I -2.58435 0.48642 0.29719
P -0.49094 -3.03311 0.50704
P 1.12328 0.87946 -0.31548
P -0.55929 -0.48624 -0.83503
N -0.49177 -2.10042 -0.91687
C 0.79961 0.51838 1.52309
C 0.33079 2.43870 -0.83603
H -1.09675 -4.30294 -0.14132
H -0.17293 0.58337 1.77767
H -0.71066 2.59716 -0.80467
H 0.53102 2.51586 -1.96648
H 1.08217 -0.57930 1.70192
H 0.71786 -3.79098 0.29315
H -0.70927 -0.16497 -2.15883
H 0.90772 3.18693 -0.17841
H 1.32349 1.25169 2.05305
```

As for the lowest unoccupied orbital energy: -0.0226 hartree. The energy above the lowest of the compared OMol25 structures with the same formula, charge and spin comes out at 0.0 kJ/mol. The total energy is -1458.053864 Ha. The orbital gap comes out at 7.927 eV.

This record from the OMol25 dataset describes C2H9INP3 in the gas phase in a non-equilibrium geometry. The level of theory is ωB97M-V/def2-TZVPD.

XYZ file:
```
16
Properties=species:S:1:pos:R:3
I -3.31190 -0.04739 0.10513
P -0.84413 -0.66941 -0.94646
P 0.38046 -2.79731 0.62242
P 0.50360 1.06789 -0.87796
N -0.09354 -1.97915 -0.76321
C -0.60608 2.33599 -0.07296
C 1.38449 0.43945 0.70386
H -0.09878 3.17713 0.38813
H 1.46748 1.32265 1.18809
H -1.33805 1.90440 0.52861
H 2.26225 -0.08999 0.32923
H 0.84636 -0.23273 1.40348
H -1.36614 2.77736 -0.74157
H 0.45561 -4.02447 -0.07001
H -1.29191 -0.63483 -2.22123
H 1.65029 -2.54959 0.42445
```

As for the lowest unoccupied orbital energy: -0.0413 hartree. The energy above the lowest of the compared OMol25 structures with the same formula, charge and spin comes out at 13.1 kJ/mol. As for the SMILES: CP(C)[P@H](I)=NP. The total energy is -1458.048889 Ha. The orbital gap comes out at 7.646 eV.

This record from the OMol25 dataset describes 2 unconnected molecules or ions with the total composition C2H9N in a non-equilibrium geometry. The level of theory is ωB97M-V/def2-TZVPD.

XYZ file:
```
12
Properties=species:S:1:pos:R:3
N 2.03745 -3.83122 5.04095
C -1.68668 2.35869 -2.81391
C -0.49748 1.59312 -2.17547
H 1.55305 -4.70197 4.92263
H -1.60400 2.31172 -3.88566
H 0.29418 1.33915 -2.88451
H 2.33182 -3.32715 4.22472
H -0.92261 0.75767 -1.60959
H -2.62953 1.86083 -2.59742
H -1.63552 3.42308 -2.55786
H -0.00190 2.18903 -1.39413
H 2.76123 -3.97296 5.73025
```

As for the lowest unoccupied orbital energy: 0.0491 hartree. The energy above the lowest of the compared OMol25 structures with the same formula, charge and spin comes out at 30.5 kJ/mol. As for the SMILES: CC.N. The total energy is -136.330447 Ha. The orbital gap comes out at 11.067 eV.

This record from the OMol25 dataset describes 2 unconnected molecules or ions with the total composition C2H9N2 in a non-equilibrium geometry. The level of theory is ωB97M-V/def2-TZVPD.

XYZ file:
```
13
Properties=species:S:1:pos:R:3
N 0.23440 -0.30031 0.59261
N -0.25693 0.49568 -2.26346
C 0.79819 -1.39079 0.92548
C -0.39090 0.57467 1.55807
H 0.41696 0.30497 -3.03655
H -0.15274 0.18603 2.55293
H 0.94570 -1.60462 1.96031
H -0.06511 1.60968 1.44678
H -0.13739 1.48429 -2.15674
H 1.09231 -2.06661 0.08353
H -1.20757 0.26576 -2.61701
H 0.19688 -0.12665 -0.49110
H -1.47382 0.56791 1.44514
```

As for the lowest unoccupied orbital energy (alpha / beta): 0.0280 / 0.0276 hartree. The energy above the lowest of the compared OMol25 structures with the same formula, charge and spin comes out at 49.1 kJ/mol. As for the multiplicity: 2. The total energy is -191.015296 Ha. The orbital gap (alpha / beta) comes out at 5.268 / 10.615 eV.

This record from the OMol25 dataset describes 2 unconnected molecules or ions with the total composition C2H9N2 in a non-equilibrium geometry. The level of theory is ωB97M-V/def2-TZVPD.

XYZ file:
```
13
Properties=species:S:1:pos:R:3
N 1.82693 -2.63448 1.11314
N -0.05215 -1.42245 0.54841
C -1.53916 3.03733 -1.39147
C 1.14357 -1.52364 1.06398
H -1.65092 3.95648 -1.95324
H 1.58217 -0.64864 1.51890
H -0.60402 -0.61133 0.78008
H -1.69445 3.25540 -0.33570
H -0.44246 -2.16740 -0.01534
H -0.56391 2.58597 -1.56327
H 1.47717 -3.47543 0.67200
H 2.81264 -2.69331 1.32786
H -2.29543 2.34150 -1.76537
```

As for the lowest unoccupied orbital energy: -0.1511 hartree. Its net charge is +1. The energy above the lowest of the compared OMol25 structures with the same formula, charge and spin comes out at 18.9 kJ/mol. The total energy is -190.867092 Ha. The orbital gap comes out at 11.552 eV.

This record from the OMol25 dataset describes 2 unconnected molecules or ions with the total composition C2H9N2 in a non-equilibrium geometry. The level of theory is ωB97M-V/def2-TZVPD.

XYZ file:
```
13
Properties=species:S:1:pos:R:3
N 0.43221 0.27484 0.41194
N -0.86449 0.25660 -1.91118
C 0.51526 -1.27151 0.91962
C 0.63664 1.21704 1.25880
H 0.27416 1.15818 2.38898
H 0.96636 2.02799 0.80867
H -1.08395 0.97641 -2.54220
H 1.52170 -1.38581 1.23215
H -1.83726 -0.13282 -1.74475
H -0.09329 -1.13939 1.94173
H 0.03077 0.40648 -0.61966
H -0.06244 -1.93810 0.27904
H -0.43566 -0.44992 -2.42314
```

As for the lowest unoccupied orbital energy: -0.1782 hartree. Its net charge is +1. The energy above the lowest of the compared OMol25 structures with the same formula, charge and spin comes out at 232.3 kJ/mol. The total energy is -190.785809 Ha. The orbital gap comes out at 10.966 eV.

This record from the OMol25 dataset describes 2 unconnected molecules or ions with the total composition C2H9N2 in a non-equilibrium geometry. The level of theory is ωB97M-V/def2-TZVPD.

XYZ file:
```
13
Properties=species:S:1:pos:R:3
N 0.21453 -0.64877 -0.43995
N 2.55333 0.38989 0.21987
C -1.92284 0.39915 -0.35007
C -0.82653 -0.39387 0.44377
H 0.86699 -1.39723 -0.16897
H -2.11533 1.38009 0.12833
H -0.44025 0.24431 1.27198
H 1.61931 0.71773 -0.06580
H 2.49450 -0.61999 0.23114
H 3.22589 0.75011 -0.45193
H -1.25393 -1.30567 0.90280
H -1.54846 0.61422 -1.34279
H -2.86721 -0.12998 -0.37837
```

As for the lowest unoccupied orbital energy: -0.3406 hartree. Its net charge is +1. The energy above the lowest of the compared OMol25 structures with the same formula, charge and spin comes out at 552.4 kJ/mol. The total energy is -190.663887 Ha. The orbital gap comes out at 6.290 eV.

This record from the OMol25 dataset describes 2 unconnected molecules or ions with the total composition C2H9N2 in a non-equilibrium geometry. The level of theory is ωB97M-V/def2-TZVPD.

XYZ file:
```
13
Properties=species:S:1:pos:R:3
N -1.53252 -1.08252 -0.55663
N 0.77024 0.21192 -0.90685
C 0.52597 0.36124 1.50712
C 0.74229 0.94642 0.34267
H 0.76462 2.02276 0.25586
H -0.47279 -0.72351 -0.66639
H 0.32651 0.91316 2.41148
H 1.66994 -0.26219 -0.91867
H -1.70765 -1.94694 -1.06690
H 0.86640 0.81066 -1.72311
H 0.80237 -0.68676 1.62290
H -1.65085 -1.24218 0.44024
H -2.16764 -0.39362 -0.95550
```

As for the lowest unoccupied orbital energy: -0.1293 hartree. Its net charge is +1. The energy above the lowest of the compared OMol25 structures with the same formula, charge and spin comes out at 86.1 kJ/mol. The total energy is -190.841478 Ha. The orbital gap comes out at 10.510 eV.

This record from the OMol25 dataset describes 2 unconnected molecules or ions with the total composition C2H9N2O in a non-equilibrium geometry. The level of theory is ωB97M-V/def2-TZVPD.

XYZ file:
```
14
Properties=species:S:1:pos:R:3
O 1.18899 -2.59678 -1.72958
N 0.86174 -0.00961 -0.39888
N -1.56216 1.81975 1.59663
C -0.55555 0.99129 1.16661
C -0.39960 0.54389 -0.09313
H 0.31887 -3.15538 -1.91891
H 0.08760 0.42488 1.87054
H 1.87596 -3.17154 -2.11651
H 0.94810 -0.82083 0.12487
H 1.05462 -0.34973 -1.30259
H -2.37387 1.97825 1.02131
H 1.67033 0.58512 0.04103
H -1.26348 2.74250 2.06892
H -1.19619 0.65889 -0.77716
```

As for the lowest unoccupied orbital energy: -0.1301 hartree. Its net charge is +1. The energy above the lowest of the compared OMol25 structures with the same formula, charge and spin comes out at 281.1 kJ/mol. The total energy is -266.044612 Ha. The orbital gap comes out at 9.539 eV.